#1
135
Properties=species:S:1:pos:R:3:lowdin_charge:R:1 method="wB97M-V/def2-TZVPD" charge=+2
Bi 0.3352 -0.8434 -0.4547 1.56
C 3.2345 -2.3673 2.3621 -0.27
As 2.8281 -1.1007 0.9402 1.07
C 4.1918 0.1898 1.3924 -0.25
C 3.5717 -1.9141 -0.6657 -0.45
C 4.5849 -1.2483 -1.3522 -0.12
C 5.1305 -1.7986 -2.5019 -0.06
C 4.6677 -3.0182 -2.9726 -0.05
C 3.6506 -3.6799 -2.2991 -0.09
C 3.0849 -3.1375 -1.1487 -0.44
As 1.6211 -4.0250 -0.2018 1.10
C 2.6170 -5.4951 0.6105 -0.27
C 0.8261 -5.0394 -1.6692 -0.30
H 4.2608 -2.6981 2.2070 0.06
H 2.5540 -3.2113 2.3791 -0.02
H 3.1612 -1.8340 3.3085 0.03
H 5.1414 -0.3312 1.2807 0.05
H 4.0539 0.4724 2.4335 0.04
H 4.1433 1.0669 0.7567 0.00
H 4.9592 -0.2982 -0.9937 0.09
H 5.9195 -1.2760 -3.0271 0.12
H 5.0986 -3.4570 -3.8631 0.12
H 3.3014 -4.6323 -2.6779 0.10
H 3.1392 -6.0417 -0.1725 0.04
H 1.9149 -6.1569 1.1158 0.03
H 3.3378 -5.1231 1.3340 0.02
H 1.5056 -5.8235 -2.0008 0.03
H 0.5900 -4.3888 -2.5103 0.03
H -0.0937 -5.5009 -1.3142 0.02
C -3.8126 -5.0243 -1.2905 -0.04
C -4.0348 -4.9413 0.0804 -0.04
C -3.2869 -4.0722 0.8549 -0.09
C -2.2896 -3.2827 0.2701 -0.38
C -2.0766 -3.3799 -1.1011 -0.15
C -2.8352 -4.2418 -1.8828 -0.07
P -1.3747 -2.1118 1.3221 1.00
C -0.5091 -3.0609 2.6019 -0.38
C -0.5917 -4.4457 2.7202 -0.09
C 0.0891 -5.0945 3.7413 -0.05
C 0.8512 -4.3708 4.6493 -0.05
C 0.9508 -2.9917 4.5247 -0.08
C 0.2860 -2.3417 3.4959 -0.15
C -2.7177 -1.2287 2.1756 -0.33
C -2.6144 -0.8214 3.5043 -0.07
C -3.6855 -0.1960 4.1244 -0.05
C -4.8596 0.0397 3.4241 -0.06
C -4.9622 -0.3492 2.0956 -0.05
C -3.8982 -0.9805 1.4728 -0.10
H -4.4079 -5.6953 -1.8963 0.12
H -4.8012 -5.5486 0.5437 0.12
H -3.4868 -3.9936 1.9166 0.12
H -1.3132 -2.7853 -1.5901 0.03
H -2.6599 -4.3018 -2.9495 0.12
H -1.1820 -5.0257 2.0227 0.10
H 0.0146 -6.1705 3.8331 0.12
H 1.3674 -4.8813 5.4516 0.12
H 1.5494 -2.4245 5.2268 0.12
H 0.3876 -1.2652 3.3840 0.08
H -1.7178 -1.0112 4.0758 0.09
H -3.6029 0.0978 5.1627 0.12
H -5.6956 0.5214 3.9143 0.12
H -5.8794 -0.1796 1.5459 0.12
H -4.0049 -1.3022 0.4474 0.09
C -3.7594 3.4901 2.8930 -0.03
C -2.5338 2.6767 2.5658 -0.25
C -1.5243 2.4961 3.5085 -0.01
C -0.4043 1.7378 3.1996 -0.28
C 0.6731 1.4962 4.2255 -0.03
C -0.2974 1.1950 1.9256 -0.10
C -1.2993 1.3364 0.9517 -0.32
C -2.4222 2.0926 1.3099 0.00
N -1.1374 0.6899 -0.2767 -0.19
C -1.8612 1.0631 -1.5309 -0.44
C -1.8674 2.5753 -1.7865 -0.08
C -2.6042 2.9058 -3.0880 -0.27
C -1.8541 2.2700 -4.2601 -0.10
C -1.8142 0.7543 -4.0572 -0.27
C -3.2427 0.2050 -4.0299 -0.11
C -4.0010 0.8414 -2.8620 -0.27
C -4.0353 2.3634 -3.0300 -0.10
C -3.2882 0.4839 -1.5520 -0.08
C -1.1217 0.4340 -2.7247 -0.17
H -3.7192 3.8796 3.9087 0.08
H -4.6619 2.8843 2.7958 0.07
H -3.8607 4.3353 2.2100 0.09
H -1.6169 2.9498 4.4893 0.13
H 0.7306 2.3164 4.9401 0.09
H 1.6552 1.3797 3.7618 0.06
H 0.4674 0.5867 4.7989 0.07
H 0.6486 0.7288 1.6614 0.02
H -3.2401 2.2313 0.6197 0.11
H -0.8306 2.9005 -1.8446 0.09
H -2.3240 3.1140 -0.9567 0.11
H -2.6287 3.9909 -3.2136 0.14
H -0.8379 2.6736 -4.3243 0.12
H -2.3567 2.4992 -5.2029 0.13
H -1.2473 0.2831 -4.8626 0.15
H -3.2303 -0.8844 -3.9189 0.12
H -3.7401 0.4284 -4.9765 0.13
H -5.0207 0.4523 -2.8276 0.15
H -4.5775 2.8203 -2.1956 0.13
H -4.5733 2.6258 -3.9444 0.13
H -3.2092 -0.6066 -1.4657 0.11
H -3.8679 0.8314 -0.6974 0.11
H -0.0863 0.8077 -2.7566 0.10
H -1.1035 -0.6661 -2.6313 0.06
C 0.4703 4.4543 0.0710 -0.09
N 1.1053 3.9376 -1.1430 -0.29
C 0.8879 4.8005 -2.3001 -0.10
P 2.3355 2.8448 -0.9695 0.56
O 1.8706 1.4883 -0.5183 -0.44
N 3.4331 3.3831 0.1770 -0.29
C 4.3143 4.5152 -0.1103 -0.09
C 3.0092 3.3794 1.5817 -0.13
N 3.0518 2.7471 -2.4490 -0.28
C 3.6647 3.8430 -3.1985 -0.11
C 3.3836 1.4417 -3.0151 -0.09
H -0.5869 4.6318 -0.1356 0.09
H 0.9158 5.3991 0.3987 0.10
H 0.5201 3.7279 0.8798 0.06
H -0.1742 5.0523 -2.3362 0.09
H 1.1338 4.2848 -3.2244 0.07
H 1.4475 5.7385 -2.2437 0.09
H 4.8615 4.3618 -1.0335 0.06
H 5.0485 4.5866 0.6919 0.09
H 3.7786 5.4713 -0.1583 0.09
H 2.2903 2.5809 1.7542 0.05
H 2.5556 4.3281 1.8802 0.09
H 3.8810 3.2130 2.2171 0.09
H 3.4550 4.8089 -2.7524 0.07
H 3.2814 3.8523 -4.2215 0.10
H 4.7489 3.7128 -3.2473 0.09
H 2.9505 0.6442 -2.4202 0.04
H 4.4680 1.3012 -3.0544 0.09
H 2.9975 1.3732 -4.0353 0.10



#2
135
Properties=species:S:1:pos:R:3:lowdin_charge:R:1 method="wB97M-V/def2-TZVPD" charge=+2
Bi 0.0711 -0.1470 0.4968 1.53
C 0.3801 0.6872 4.6225 -0.21
As 0.4745 -0.7148 3.2821 1.10
C -0.7419 -2.0794 3.9130 -0.26
C 2.2162 -1.5404 3.4538 -0.42
C 2.3354 -2.6174 4.3306 -0.10
C 3.5447 -3.2795 4.4744 -0.06
C 4.6396 -2.8695 3.7320 -0.05
C 4.5292 -1.7878 2.8697 -0.10
C 3.3283 -1.0964 2.7257 -0.43
As 3.2204 0.3872 1.4521 1.08
C 5.1038 0.8040 1.1900 -0.30
C 2.8467 1.9093 2.6352 -0.30
H 0.0119 0.2292 5.5397 0.05
H -0.3064 1.4659 4.2993 0.01
H 1.3739 1.0871 4.7901 0.03
H -0.7479 -2.0724 5.0021 0.06
H -0.4271 -3.0527 3.5448 0.02
H -1.7421 -1.8673 3.5445 0.00
H 1.4893 -2.9520 4.9163 0.10
H 3.6266 -4.1107 5.1617 0.12
H 5.5860 -3.3852 3.8266 0.12
H 5.4033 -1.4828 2.3102 0.09
H 5.5843 0.0864 0.5289 0.03
H 5.6109 0.8298 2.1532 0.05
H 5.1501 1.7895 0.7310 0.02
H 3.3520 1.8094 3.5948 0.04
H 1.7784 2.0564 2.7798 -0.01
H 3.2287 2.7951 2.1264 0.03
C -1.3932 -6.4895 2.0887 -0.05
C -2.6607 -6.0538 1.7276 -0.05
C -2.8432 -4.7764 1.2189 -0.07
C -1.7501 -3.9223 1.0856 -0.37
C -0.4765 -4.3701 1.4376 -0.13
C -0.2975 -5.6499 1.9371 -0.06
P -1.8627 -2.3103 0.2834 0.97
C -3.5234 -1.6328 0.4605 -0.39
C -3.9662 -0.6929 -0.4719 -0.11
C -5.1724 -0.0368 -0.2837 -0.05
C -5.9478 -0.3117 0.8338 -0.04
C -5.5105 -1.2405 1.7680 -0.06
C -4.2988 -1.8892 1.5928 -0.11
C -1.5837 -2.6689 -1.4678 -0.37
C -0.2608 -2.7902 -1.8878 -0.12
C 0.0271 -3.2607 -3.1591 -0.07
C -1.0040 -3.5874 -4.0256 -0.05
C -2.3265 -3.4543 -3.6183 -0.05
C -2.6195 -3.0109 -2.3392 -0.07
H -1.2579 -7.4890 2.4800 0.12
H -3.5114 -6.7141 1.8306 0.12
H -3.8325 -4.4604 0.9139 0.11
H 0.3863 -3.7209 1.3151 0.10
H 0.6935 -5.9929 2.2038 0.11
H -3.3766 -0.4784 -1.3548 0.09
H -5.5110 0.6845 -1.0161 0.12
H -6.8944 0.1926 0.9744 0.12
H -6.1192 -1.4636 2.6345 0.12
H -3.9651 -2.6002 2.3394 0.10
H 0.5651 -2.5411 -1.2292 0.06
H 1.0598 -3.3736 -3.4613 0.09
H -0.7819 -3.9552 -5.0190 0.12
H -3.1310 -3.7162 -4.2925 0.12
H -3.6507 -2.9417 -2.0181 0.11
C -2.3839 4.8064 4.3523 -0.03
C -2.3692 3.4069 3.8019 -0.25
C -2.9572 2.3569 4.4974 -0.01
C -2.9807 1.0719 3.9671 -0.26
C -3.7246 -0.0105 4.7027 -0.03
C -2.3622 0.8410 2.7418 -0.08
C -1.7368 1.8700 2.0324 -0.32
C -1.7689 3.1552 2.5720 0.00
N -1.1122 1.5666 0.7991 -0.21
C -1.1163 2.5201 -0.3482 -0.47
C 0.0198 3.5592 -0.2891 -0.08
C -0.0558 4.4940 -1.5023 -0.27
C 0.1507 3.6825 -2.7827 -0.11
C -0.9498 2.6235 -2.8832 -0.27
C -2.3131 3.3108 -2.9625 -0.10
C -2.5302 4.1212 -1.6833 -0.27
C -1.4281 5.1734 -1.5344 -0.10
C -2.5008 3.1725 -0.4809 -0.07
C -0.8837 1.7243 -1.6405 -0.17
H -2.7399 4.8240 5.3806 0.08
H -3.0400 5.4470 3.7604 0.09
H -1.3875 5.2493 4.3298 0.09
H -3.4279 2.5469 5.4550 0.13
H -3.7779 0.2118 5.7677 0.09
H -3.2670 -0.9936 4.5921 0.05
H -4.7498 -0.0860 4.3352 0.08
H -2.4528 -0.1362 2.2771 0.06
H -1.3193 3.9878 2.0531 0.11
H 0.9723 3.0089 -0.3049 0.11
H 0.0158 4.1404 0.6308 0.11
H 0.7257 5.2515 -1.4113 0.15
H 1.1364 3.2036 -2.7737 0.10
H 0.1142 4.3394 -3.6561 0.13
H -0.7880 1.9919 -3.7587 0.13
H -3.1103 2.5697 -3.0798 0.12
H -2.3481 3.9618 -3.8398 0.13
H -3.5030 4.6156 -1.7162 0.15
H -1.5829 5.7488 -0.6164 0.13
H -1.4729 5.8834 -2.3639 0.13
H -3.2333 2.3699 -0.6170 0.12
H -2.7846 3.7065 0.4267 0.12
H 0.1095 1.2576 -1.6725 0.04
H -1.6425 0.9314 -1.7286 0.11
C 1.6267 1.3763 -5.3720 -0.10
N 1.8949 0.1057 -4.7059 -0.29
C 1.3451 -1.0256 -5.4390 -0.10
P 2.6288 -0.0451 -3.2388 0.53
O 1.8130 -0.1166 -1.9902 -0.43
N 3.4795 -1.4607 -3.3776 -0.30
C 3.6875 -2.3327 -2.2323 -0.10
C 4.2920 -1.8146 -4.5318 -0.10
N 3.5790 1.3163 -3.1875 -0.31
C 4.5942 1.5408 -4.2111 -0.10
C 3.9110 1.9435 -1.9214 -0.12
H 2.1408 1.4137 -6.3369 0.09
H 1.9571 2.2116 -4.7639 0.07
H 0.5560 1.4820 -5.5625 0.08
H 1.7935 -1.0866 -6.4350 0.10
H 0.2644 -0.9139 -5.5600 0.09
H 1.5415 -1.9547 -4.9150 0.05
H 3.1057 -1.9772 -1.3854 0.05
H 4.7454 -2.3639 -1.9508 0.09
H 3.3818 -3.3568 -2.4708 0.08
H 4.0441 -1.1918 -5.3874 0.07
H 4.1124 -2.8568 -4.8092 0.09
H 5.3595 -1.7026 -4.3207 0.09
H 5.5637 1.1262 -3.9147 0.09
H 4.7203 2.6129 -4.3760 0.10
H 4.2997 1.0911 -5.1559 0.07
H 3.1576 1.6903 -1.1784 0.02
H 3.9429 3.0297 -2.0432 0.09
H 4.8959 1.6202 -1.5644 0.07



The structure with the greatest stability is #2.



#1
Computed, not measured: the molecule C5H9N3, with ωB97M-V/def2-TZVPD.

Structure (XYZ):
```
17
Properties=species:S:1:pos:R:3:nbo_charge:R:1
C -0.0810 -1.5183 -0.0366 -0.20
C -1.2166 -0.6375 0.4624 -0.23
C -2.4267 0.1754 0.1081 -0.35
C -1.0849 0.5563 -0.4964 -0.34
C 0.3395 0.8481 -0.1533 0.44
H 2.8586 -0.3911 -0.6496 0.36
H 2.4046 -0.0833 0.9513 0.36
H -0.3929 -2.0865 -0.9615 0.19
H 0.3004 -2.2765 0.6524 0.22
H -0.8796 -0.3507 1.4691 0.19
H -2.8830 0.6229 1.0099 0.24
H -3.0606 -0.2072 -0.7005 0.23
H -1.0909 0.1589 -1.5114 0.21
H 0.3206 2.6144 0.2235 0.35
N 2.2223 -0.6514 0.1145 -0.64
N 0.9294 -0.4293 -0.2545 -0.30
N 1.0256 1.8601 0.1702 -0.71
```



#2
Computed, not measured: C5H9N3 as an isolated structure, with ωB97M-V/def2-TZVPD.

Structure (XYZ):
```
17
Properties=species:S:1:pos:R:3:nbo_charge:R:1
C 0.1229 -0.8682 0.9370 -0.11
C -0.0096 1.6884 1.0004 -0.59
C -0.3688 -2.1622 0.4129 -0.66
C -0.0383 0.4019 0.1622 -0.04
N -0.5573 0.9935 -1.9930 -0.57
N -0.9811 0.4149 -0.8558 -0.22
C 1.3911 -0.0477 -0.2608 0.21
N 2.3790 -0.1189 -0.8783 -0.35
H 0.3468 -0.7663 1.9938 0.21
H -1.1219 0.7462 -2.7953 0.39
H 0.4288 1.2268 -2.1254 0.38
H 0.1525 2.5412 0.3424 0.22
H -0.9700 1.7947 1.5063 0.22
H 0.7802 1.6462 1.7518 0.22
H 0.1752 -3.0037 0.8484 0.22
H -0.2924 -2.1908 -0.6795 0.23
H -1.4370 -2.2961 0.6329 0.23
```



#3
Computed, not measured: a 3-piece molecular cluster, C5H9N3 overall, with ωB97M-V/def2-TZVPD.

Structure (XYZ):
```
17
Properties=species:S:1:pos:R:3:nbo_charge:R:1
C -0.2339 -1.0188 1.7821 -0.07
C -1.0621 1.1577 1.6197 -0.45
N -0.0007 0.2007 1.5802 -0.40
N 1.4223 1.2247 -0.6241 -0.63
C 0.7183 0.7323 -1.4879 0.41
C -0.0059 0.5863 -2.5629 -0.68
C 0.9187 -1.9175 -1.1939 0.06
N 2.0234 -2.1601 -1.3773 -0.32
H 1.5185 0.8045 0.2972 0.41
H 0.5935 -1.6941 1.8451 0.18
H -0.0923 -1.8304 -0.8440 0.24
H -1.1816 -1.3970 2.1854 0.15
H -2.0394 0.7225 1.8788 0.17
H -0.7981 1.9309 2.3435 0.22
H -1.1525 1.6425 0.6440 0.22
H -0.9915 0.9823 -2.6633 0.24
H 0.3634 0.0335 -3.4228 0.24
```



The structure with the greatest stability is #3.